# 1
# C36H43F3I2PbSb

C36H43F3I2PbSb as an isolated structure (ωB97M-V/def2-TZVPD, OMol25).

Each line ends with the Löwdin charge.
CARTESIAN COORDINATES (ANGSTROEM)
Pb: -1.6073 -1.1830 -1.2926  1.354
C: -0.5686 -3.4288 -1.1845  -0.139
C: 0.5213 -2.4976 -1.0811  -0.258
C: 0.6219 -1.8430 -2.3820  -0.227
C: -0.4285 -2.3787 -3.1835  -0.123
C: -1.1627 -3.3699 -2.4704  -0.327
C: -2.2303 -4.2761 -3.0391  -0.566
C: -3.0100 -4.9673 -1.9214  -0.038
C: -1.5143 -5.3372 -3.8945  -0.013
C: -3.1993 -3.4802 -3.9180  -0.035
C: 1.6008 -0.8089 -2.9599  -0.527
C: 3.0585 -1.2543 -2.7778  -0.025
C: 1.3796 -0.6756 -4.4748  -0.049
C: 1.3823 0.5930 -2.3647  -0.060
C: 1.3779 -2.4744 0.1894  -0.533
C: 2.5681 -3.4324 -0.0089  -0.008
C: 1.8794 -1.0824 0.5887  -0.067
C: 0.5666 -2.9910 1.3881  -0.052
H: -0.8795 -4.0991 -0.4004  0.118
H: -0.6123 -2.1155 -4.2121  0.119
H: -2.3641 -5.5595 -1.2722  0.093
H: -3.7473 -5.6444 -2.3511  0.105
H: -3.5476 -4.2374 -1.3065  0.032
H: -0.8203 -5.9243 -3.2915  0.099
H: -0.9578 -4.8764 -4.7115  0.094
H: -2.2500 -6.0160 -4.3258  0.101
H: -3.7218 -2.7137 -3.3353  0.076
H: -3.9533 -4.1473 -4.3354  0.103
H: -2.6951 -2.9962 -4.7552  0.090
H: 3.2157 -2.2381 -3.2218  0.108
H: 3.3741 -1.3015 -1.7403  0.054
H: 3.7157 -0.5527 -3.2939  0.098
H: 0.3927 -0.2794 -4.7193  0.092
H: 1.5138 -1.6297 -4.9846  0.105
H: 2.1152 0.0193 -4.8799  0.100
H: 1.4806 0.6166 -1.2791  0.043
H: 0.3908 0.9702 -2.6349  0.075
H: 2.1134 1.2841 -2.7908  0.091
H: 3.2172 -3.1261 -0.8247  0.072
H: 2.2090 -4.4382 -0.2289  0.104
H: 3.1638 -3.4813 0.9042  0.100
H: 2.5122 -0.6195 -0.1620  0.050
H: 2.4726 -1.1813 1.5020  0.090
H: 1.0326 -0.4135 0.7971  0.070
H: 0.3006 -4.0418 1.2935  0.092
H: -0.3489 -2.4100 1.5434  0.076
H: 1.1768 -2.9076 2.2888  0.093
I: -4.5936 -2.1533 0.7122  0.807
C: -4.7002 -0.6052 2.1417  -1.117
I: -2.9312 0.6007 2.3048  0.730
H: -4.8346 -1.0474 3.1208  -0.027
H: -5.5130 0.0626 1.8871  -0.024
F: -3.2210 8.2677 1.8241  0.160
C: -2.4631 7.1995 1.9116  -0.234
C: -3.0585 5.9512 1.7610  0.047
C: -2.2757 4.8197 1.8626  -0.098
C: -0.9061 4.9776 2.0961  -0.387
C: -0.3075 6.2392 2.2289  -0.099
C: -1.1034 7.3639 2.1491  0.049
Sb: 0.3472 3.3567 2.2954  1.944
C: 1.9357 3.2664 1.0507  -0.385
C: 1.9249 4.1658 -0.0382  -0.085
C: 2.9814 4.1666 -0.9177  0.051
C: 4.0267 3.2717 -0.6969  -0.225
F: 5.0302 3.2644 -1.5374  0.172
C: 4.0586 2.3774 0.3762  0.049
C: 3.0075 2.3717 1.2582  -0.089
C: 0.0497 2.1123 3.8557  -0.436
C: 0.7846 0.9221 4.0481  -0.090
C: 0.5605 0.1818 5.1806  0.055
C: -0.3908 0.6337 6.1021  -0.216
F: -0.5952 -0.0797 7.1793  0.177
C: -1.1364 1.7964 5.9244  0.048
C: -0.9241 2.5382 4.7877  -0.125
H: -4.1219 5.8876 1.5740  0.145
H: -2.7331 3.8422 1.7671  0.067
H: 0.7557 6.3585 2.4027  0.118
H: -0.6913 8.3576 2.2624  0.148
H: 1.0980 4.8488 -0.1932  0.114
H: 3.0212 4.8378 -1.7651  0.149
H: 4.9106 1.7218 0.4968  0.149
H: 3.0287 1.6976 2.1032  0.105
H: 1.5023 0.5749 3.3172  0.091
H: 1.0965 -0.7360 5.3814  0.147
H: -1.8588 2.0901 6.6740  0.151
H: -1.4945 3.4455 4.6266  0.115

Atomic forces in eV per Å
-0.1 -0.1 -0.2
-0.1 0.0 0.1
0.1 0.2 -0.1
0.1 0.0 0.2
0.0 0.0 0.0
0.1 0.0 0.0
0.0 0.0 0.0
0.0 0.0 0.0
0.0 0.0 0.0
0.0 0.0 0.0
0.0 0.0 0.0
0.0 0.0 0.0
0.0 0.0 0.0
0.0 0.0 0.0
0.0 0.0 0.0
0.0 0.0 0.0
0.0 0.0 0.0
0.0 0.0 0.0
0.0 0.0 0.0
0.0 0.0 0.0
0.0 0.0 0.0
0.0 0.0 0.0
0.0 0.0 0.0
0.0 0.0 0.0
0.0 0.0 0.0
0.0 0.0 0.0
0.0 0.0 0.0
0.0 0.0 0.0
0.0 0.0 0.0
0.0 0.0 0.0
0.0 0.0 0.0
0.0 0.0 0.0
0.0 0.0 0.0
0.0 0.0 0.0
0.0 0.0 0.0
0.0 0.0 0.0
0.0 0.0 0.0
0.0 0.0 0.0
0.0 0.0 0.0
0.0 0.0 0.0
0.0 0.0 0.0
0.0 0.0 0.0
0.0 0.0 0.0
0.0 0.0 0.0
0.0 0.0 0.0
0.0 0.0 0.0
0.0 0.0 0.0
0.0 0.0 0.0
0.0 0.1 0.0
0.0 -0.1 0.0
0.0 0.0 0.0
0.0 0.0 0.0
0.0 0.0 0.0
0.0 0.0 0.0
0.0 -0.1 0.0
-0.1 0.0 0.2
0.2 -0.1 0.0
0.0 0.1 -0.1
0.0 0.0 0.0
0.0 0.1 0.1
-0.1 0.0 0.1
0.1 -0.1 0.0
0.0 0.0 0.0
0.0 0.0 0.0
0.0 0.0 0.0
0.0 0.0 0.0
0.0 0.0 -0.1
-0.1 0.0 -0.1
-0.1 0.0 0.0
0.0 0.0 0.0
0.0 0.0 0.0
0.0 0.0 -0.1
0.0 0.0 0.0
0.0 0.0 0.0
0.0 0.0 0.0
0.0 0.0 0.0
0.0 0.0 0.0
0.0 0.0 0.0
0.0 0.0 0.0
0.0 0.0 0.0
0.0 0.0 0.0
0.0 0.0 0.0
0.0 0.0 0.0
0.0 0.0 0.0
0.0 0.0 0.0
0.0 0.0 0.0

Values from the calculation:
- Relative energy (zero: lowest compared OMol25 entry of this formula, charge and spin): 9.8 kcal/mol
- HOMO level: -15.820 eV
- Total charge: +3
- Orbital gap: 4.30 eV
- E_LUMO: -11.52 eV


# 2
# C13H12INO4

C13H12INO4 as an isolated structure in a non-equilibrium geometry (ωB97M-V/def2-TZVPD, OMol25).

Each line ends with the Löwdin charge.
CARTESIAN COORDINATES (ANGSTROEM)
O: -0.6125 2.8770 1.2302  0.116
O: 2.0127 -2.2540 -0.9818  0.150
I: 0.6738 2.1072 -2.5523  0.978
O: 0.7212 1.0708 0.7534  0.011
O: 1.9725 -0.0454 -1.3964  -0.098
C: 0.4805 2.4003 0.9701  -0.509
C: 2.3230 -1.1493 -0.6845  -0.525
C: -1.4165 -1.3322 -2.0478  -0.002
C: -0.1805 -0.8352 -2.3615  -0.079
C: -3.5160 -1.6078 1.0141  -0.125
C: -2.9233 -0.6901 1.8231  -0.078
C: -3.1591 -1.8104 -0.2861  -0.023
C: -1.7808 0.0176 1.4558  0.016
C: -1.9644 -1.1365 -0.6918  -0.129
C: -1.2770 -0.1817 0.1432  -0.108
N: -0.1244 0.5204 -0.2519  -0.041
C: 1.7255 3.2839 1.0169  -0.002
C: 3.4345 -1.0057 0.3464  0.030
C: 0.5546 0.2032 -1.5496  -0.734
H: -1.9713 -1.9873 -2.7278  0.120
H: 0.2187 -1.2083 -3.2467  0.095
H: -4.2947 -2.2350 1.3922  0.100
H: -3.2070 -0.7050 2.8437  0.098
H: -3.6124 -2.5631 -0.9316  0.118
H: -1.1789 0.5977 2.1284  0.100
H: 2.4538 3.1050 0.1132  0.100
H: 2.2273 3.0979 1.9489  0.077
H: 1.5655 4.3304 0.7736  0.081
H: 3.4090 0.0331 0.7163  0.078
H: 3.0927 -1.6203 1.1895  0.098
H: 4.3535 -1.2773 -0.1490  0.089

Atomic forces in eV per Å
1.7 -1.5 -0.9
-1.5 -0.9 -0.5
-0.1 0.5 -0.7
-0.3 -0.9 -1.3
-1.2 0.6 0.7
-1.6 3.3 0.7
2.1 -0.9 0.2
1.4 0.6 1.1
-2.5 0.1 1.7
-1.6 -1.0 -0.6
1.8 0.4 0.6
2.6 0.9 -0.3
0.1 -0.9 -1.5
-0.1 1.1 -1.3
-1.1 -0.9 1.5
0.0 -1.5 -1.3
1.5 -0.9 -2.9
-2.0 1.8 0.5
0.1 -0.1 1.0
0.5 0.2 0.2
1.2 0.1 -1.4
-0.5 -0.1 0.4
-0.4 0.4 0.8
0.1 0.3 0.2
-0.3 0.3 0.3
-1.2 -0.7 1.8
0.4 0.2 0.4
-0.9 0.1 0.9
0.6 -0.3 -0.2
0.7 -0.2 -0.4
0.3 -0.2 0.3

Values from the calculation:
- Relative energy (zero: lowest compared OMol25 entry of this formula, charge and spin): 20.3 kcal/mol
- HOMO level: -8.126 eV
- Total charge: 0
- Orbital gap: 8.06 eV
- E_LUMO: -0.06 eV


# 3
# C3H5NO3S

An isolated ion of composition C3H5NO3S and charge -2 in a non-equilibrium geometry (ωB97M-V/def2-TZVPD, OMol25).

Each line ends with the Löwdin charge.
CARTESIAN COORDINATES (ANGSTROEM)
O: -2.2267 -2.4666 -0.3031  -0.678
S: -1.5362 -1.7521 0.8841  0.578
O: -0.3892 -2.6654 1.4008  -0.676
C: -0.6121 -0.3925 0.0554  -0.323
C: 0.8449 -0.2509 -0.1128  -0.327
C: 0.9092 1.2341 -0.2943  -0.358
N: -0.0528 1.8430 0.6671  -0.253
O: -0.6230 2.8554 0.1346  -0.347
H: -1.2076 -0.0613 -0.7485  0.026
H: 1.1831 -0.7329 -1.0382  0.085
H: 1.2486 -0.7296 0.7877  0.086
H: 1.9805 1.7016 -0.0979  0.095
H: 0.4813 1.4173 -1.3349  0.092

Atomic forces in eV per Å
0.3 0.8 0.9
1.6 -1.4 -1.0
-1.0 1.0 -0.1
-1.2 -1.1 0.8
-0.6 -0.7 0.5
1.0 1.2 0.1
0.7 -0.8 -0.1
-0.4 0.6 -0.1
-0.8 0.6 -0.9
0.4 -0.4 0.2
0.7 0.4 -0.2
-1.6 -0.5 -0.8
0.9 0.3 0.9

Values from the calculation:
- Relative energy (zero: lowest compared OMol25 entry of this formula, charge and spin): 36.2 kcal/mol
- HOMO level (alpha / beta): 1.598 / 1.004 eV
- Total charge: -2
- Orbital gap (alpha / beta): 4.92 / 5.55 eV
- E_LUMO (alpha / beta): 6.52 / 6.55 eV